A 2-piece molecular cluster, C3H11N3O3S overall at a distorted geometry. Source: the OMol25 dataset; level of theory: wB97M-V/def2-TZVPD.

Element x y z (Å)
C -2.32944 -0.05099 0.59154
S 2.86210 -0.14343 -0.00216
H -0.19788 -1.68960 0.73558
H 3.98918 0.69875 -1.28470
C -0.90297 0.10187 0.12570
H 0.72439 1.35811 -0.23933
H -2.50599 0.81868 1.17358
O 4.36144 0.19151 -0.50436
N -0.20994 -1.03143 -0.05661
C -3.17046 -0.35876 -0.54737
O 2.18875 1.15205 -0.19684
H -2.37645 -0.79650 1.37133
H 0.77410 -0.90147 -0.30431
N 2.61896 -0.56343 1.41230
H -2.50187 -0.94381 -1.22821
O 2.30633 -1.09793 -0.94303
H -3.38095 0.66352 -1.09553
H -1.00998 2.06649 -0.38988
N -0.40804 1.27739 -0.23866
H -4.07668 -0.80116 -0.27135
H 3.24538 0.05014 1.89231

The spin multiplicity is 1. The LUMO energy comes out at 0.44 eV. Its energy relative to the best compared isomer or geometry (same formula, charge and spin) is 8.8 kcal per mole. For the total energy, the calculation gives -24735.809 eV. The calculation puts the strongest force on any atom at 4.32 eV Å⁻¹. Its molecular weight is 169.2 g/mol. The gap between HOMO and LUMO is 0.3363 Eh.

These are the Löwdin partial charges, in e, on atoms 1 to 5: atom 1 (C): -0.228, atom 2 (S): 0.402, atom 3 (H): 0.146, atom 4 (H): 0.095, atom 5 (C): -0.368

=====

One molecule with the formula C6H6N2 at a distorted geometry. Source: the OMol25 dataset; level of theory: wB97M-V/def2-TZVPD.

Element x y z (Å)
C 1.05057 -1.07162 0.12517
H 1.23331 1.69189 -1.17927
N 0.74865 -0.50650 1.41898
C 0.71372 1.68332 -0.16797
C 0.34455 0.25559 0.18394
C -2.18772 0.03558 -0.68549
H -0.02943 -0.74514 2.02572
C -0.31185 -1.68449 -0.38140
H -0.18608 2.25137 -0.23553
H 1.37895 2.07695 0.66161
H 2.10377 -1.38511 0.01746
C -0.84203 -0.42930 -0.38345
H -0.78980 -2.68877 -0.54298
N -3.22659 0.51624 -0.85679

The spin multiplicity is 1. The LUMO energy comes out at 0.10 eV. As for the SMILES: C[C@]12N[C@H]1C=C2C#N. Its energy relative to the best compared isomer or geometry (same formula, charge and spin) is 75.3 kcal per mole. For the total energy, the calculation gives -9295.480 eV. The calculation puts the strongest force on any atom at 2.77 eV Å⁻¹. Its molecular weight is 106.1 g/mol. The gap between HOMO and LUMO is 0.3393 Eh.

These are the Löwdin partial charges, in e, on atoms 1 to 5: atom 1 (C): -0.177, atom 2 (H): 0.104, atom 3 (N): 0.074, atom 4 (C): -0.009, atom 5 (C): -0.396

=====

C3H9N3O as an isolated structure at a distorted geometry. Source: the OMol25 dataset; level of theory: wB97M-V/def2-TZVPD.

Element x y z (Å)
N -1.33185 1.73419 0.00942
H 1.79228 0.84842 1.69099
H -2.28324 -2.88287 -0.17545
C -1.51533 -2.13269 0.06649
H 1.68745 2.06138 -0.97944
H -2.26923 1.35538 -0.01965
H -1.73405 -1.73161 1.05751
H 2.69929 0.24375 0.28319
H -1.29328 -1.45261 -1.81915
N -1.56731 -1.07813 -0.90967
H 3.11802 1.80251 0.98249
C 2.26878 1.14108 0.75387
O 0.06835 -0.07731 -0.69116
C -0.39860 1.00421 -0.28445
H -0.55163 -2.66021 0.09840
N 1.31034 1.82450 -0.06340

The spin multiplicity is 1. The LUMO energy (spin up / spin down) comes out at 0.26 / -1.02 eV. Its energy relative to the best compared isomer or geometry (same formula, charge and spin) is 139.8 kcal per mole. For the total energy, the calculation gives -9769.478 eV. The calculation puts the strongest force on any atom at 2.87 eV Å⁻¹. Its molecular weight is 103.1 g/mol. The gap between HOMO and LUMO (spin up / spin down) is 0.3494 / 0.2544 Eh.

These are the Löwdin partial charges, in e, on atoms 1 to 5: atom 1 (N): 0.156, atom 2 (H): 0.076, atom 3 (H): 0.085, atom 4 (C): -0.184, atom 5 (H): 0.071

=====

A 3-piece molecular cluster, C3H14N2O2 overall at a distorted geometry. Source: the OMol25 dataset; level of theory: wB97M-V/def2-TZVPD.

Element x y z (Å)
H -0.96071 -1.74546 0.56185
C 0.65134 -0.64635 -0.21566
H -1.55771 0.66444 -1.05082
O 4.53687 0.09370 -1.57608
N -1.74561 0.00668 -0.30342
H 1.11740 -2.51446 0.58406
H -4.19323 2.26537 1.19382
N 1.46361 -1.87102 -0.11206
O -5.07731 2.55594 1.42410
H 2.42604 -1.60230 0.02466
H 4.81383 0.54096 -0.78927
H -0.85308 -1.68715 -1.22188
C 0.94993 0.35615 0.93350
H -2.69153 -0.30915 -0.44821
H 1.92492 0.82354 0.80068
H 0.16726 1.11283 0.99224
H 0.95991 -0.18785 1.88025
H -5.12812 2.52026 2.40664
C -0.78978 -1.09335 -0.30365
H 1.03381 -0.10800 -1.09609
H 4.74845 0.68295 -2.29673

The spin multiplicity is 1. The LUMO energy comes out at 0.74 eV. As for the SMILES: C[C@@H](N)CN.O.O. Its energy relative to the best compared isomer or geometry (same formula, charge and spin) is 18.8 kcal per mole. For the total energy, the calculation gives -10412.976 eV. The calculation puts the strongest force on any atom at 1.61 eV Å⁻¹. Its molecular weight is 110.2 g/mol. The gap between HOMO and LUMO is 0.3550 Eh.

These are the Löwdin partial charges, in e, on atoms 1 to 5: atom 1 (H): 0.117, atom 2 (C): -0.464, atom 3 (H): 0.070, atom 4 (O): -0.045, atom 5 (N): -0.009

=====

C5H5N3O as an isolated structure at a distorted geometry. Source: the OMol25 dataset; level of theory: wB97M-V/def2-TZVPD.

Element x y z (Å)
N 1.75401 -1.24068 -0.88160
H -2.88152 -0.61501 0.23897
C -1.00386 0.19764 -0.14157
H 3.25094 -0.25035 0.52330
H 1.68217 1.82420 1.03692
H -0.41911 2.14904 -0.26707
C -0.50404 -1.21917 0.06926
N -2.34121 0.02477 -0.72984
C 1.29097 0.75741 0.42755
H -2.53117 0.99948 -0.17338
O -0.86113 -2.08466 1.01518
C -0.09112 1.12812 -0.11598
N 0.48576 -1.40827 -1.17048
C 2.16931 -0.26250 0.16873

The spin multiplicity is 1. The LUMO energy comes out at -0.58 eV. Its energy relative to the best compared isomer or geometry (same formula, charge and spin) is 165.2 kcal per mole. For the total energy, the calculation gives -11776.556 eV. The calculation puts the strongest force on any atom at 8.45 eV Å⁻¹. Its molecular weight is 123.1 g/mol. The gap between HOMO and LUMO is 0.3166 Eh.

These are the Löwdin partial charges, in e, on atoms 1 to 5: atom 1 (N): 0.013, atom 2 (H): 0.215, atom 3 (C): -0.392, atom 4 (H): 0.117, atom 5 (H): 0.169

=====

C77H143N5O21 as an isolated structure at a distorted geometry. Source: the OMol25 dataset; level of theory: wB97M-V/def2-TZVPD.

Element x y z (Å)
H -30.15118 22.64246 17.57055
O -29.67196 25.55396 16.94318
H -30.29475 25.05663 16.40182
H -29.93738 30.93609 20.98074
H -23.57509 19.47122 31.09252
H -26.11794 17.18708 27.89458
H -21.57888 20.88491 21.48036
C -23.08706 24.45610 28.25169
C -25.37569 26.00719 20.91243
H -25.64409 20.18110 28.31301
O -30.17505 21.34358 30.87014
H -23.37660 26.76424 20.47583
O -21.93081 21.18809 23.52030
O -28.33604 18.48987 27.12192
O -20.91768 27.35920 26.74784
C -23.21810 23.38562 29.34814
O -27.70230 27.93176 31.54190
H -24.04706 30.08915 26.73199
C -22.26623 31.33305 26.37908
H -26.31424 25.44530 31.50874
C -30.26960 29.93064 21.23302
O -31.23858 21.95900 29.01389
H -26.12850 15.13876 26.45171
C -29.98820 19.91769 29.03617
C -20.61520 29.64619 27.37543
O -32.18781 20.87488 23.88438
H -25.05005 24.34770 24.72141
H -28.00681 29.97732 18.08168
H -20.81924 28.40082 24.40776
H -23.41784 21.49578 27.06664
C -22.43469 28.89169 25.77840
H -23.20814 22.47358 21.09720
H -25.30170 23.58082 26.64740
H -32.59135 23.77454 25.47439
H -30.02269 27.61719 16.17240
H -33.66027 25.72749 23.81299
H -29.85865 22.36596 19.20485
H -27.31834 26.62024 20.32790
H -27.35678 25.46239 19.37535
H -30.24886 17.43647 24.06016
H -28.66256 25.03034 26.35187
C -28.83754 25.02402 30.17853
C -27.69522 17.64474 26.55666
H -28.20288 22.81516 27.85545
O -25.32442 20.66963 21.55712
C -29.78210 23.15937 18.46093
H -21.70527 31.75712 25.54717
C -31.36268 29.20359 17.89654
N -29.18124 28.98664 19.13980
H -28.10616 26.27269 24.15306
H -23.64963 30.51940 25.08328
H -31.05663 30.24315 17.74842
H -25.04089 16.01076 25.50246
H -21.50998 30.07840 24.18611
O -22.75392 21.66187 27.74680
H -25.65750 24.21020 18.40823
O -30.53613 25.66016 26.21234
H -31.85758 16.69643 24.09067
O -24.30782 29.20310 19.72171
C -21.86105 23.37048 30.09693
H -26.20378 21.37238 30.12532
C -28.48120 23.95362 18.29090
C -27.38008 21.58650 24.69545
C -26.97356 20.43455 19.90717
C -27.17016 22.66723 25.83324
H -25.27360 20.75600 31.37573
H -29.16006 22.07064 26.44569
C -24.39686 26.79763 20.09924
H -21.46394 24.39283 30.07603
H -22.36903 28.70383 23.59747
H -28.33680 20.84303 31.65750
H -25.10946 24.69912 23.06273
H -25.86250 26.42207 30.05099
H -24.94768 22.22098 25.66004
H -21.09852 26.93854 27.59514
C -29.20725 20.32421 31.25560
O -29.00864 26.35691 30.68626
H -19.33262 28.52188 28.87268
H -27.98377 20.83192 19.87760
H -27.09028 25.66337 14.10010
H -27.85070 21.26217 27.24449
H -20.58259 22.03897 22.31607
N -23.56601 22.06391 28.81054
C -26.66099 25.92330 30.59316
C -23.01208 21.80386 24.07433
C -30.94602 26.99903 20.29135
C -21.42162 30.95938 27.58796
C -25.20978 21.49015 30.56129
H -25.69923 18.21407 26.61253
H -32.96945 23.61319 23.19326
H -27.56527 27.37170 16.63656
C -21.70725 29.03055 24.40196
H -25.38351 22.67856 17.56608
H -22.29048 19.65619 29.91779
H -18.79837 29.11357 26.20699
H -30.50247 23.95796 18.66527
C -27.42874 24.99420 29.65199
H -28.70250 27.12797 17.12399
H -23.03759 23.82356 23.82702
H -32.40545 26.10161 22.50138
H -24.96888 19.00576 29.36352
C -24.34063 23.82030 30.29466
H -22.55751 20.98204 31.08702
O -27.71669 24.99498 26.15885
H -30.84734 19.95632 26.14162
C -26.64228 21.89765 23.40368
C -23.50644 27.81888 25.68744
H -29.03842 25.22260 23.30850
H -27.07585 23.96040 29.66899
H -26.33373 23.31925 15.56290
H -27.24197 22.48997 19.17704
C -23.41438 22.98735 23.22910
H -32.40859 17.35347 26.22161
C -31.74667 19.46351 25.77190
H -27.80516 28.79005 22.18204
H -22.85899 32.19386 26.70936
H -23.98856 24.68770 30.85696
H -28.43846 21.51097 24.43752
H -25.54663 21.90273 27.18653
H -25.21611 24.07971 29.69125
C -26.03535 16.09911 25.94081
H -27.07185 28.57891 20.54284
C -32.61921 25.71992 23.49658
H -24.70693 18.81953 20.98165
C -30.14391 28.34330 18.20907
H -25.63852 25.06960 20.41779
H -26.55955 23.36861 22.00200
C -31.72213 23.98790 24.84771
C -26.28123 17.31395 26.82449
H -30.24456 29.89828 22.32720
C -28.19927 22.25294 26.92346
O -28.17068 17.01561 25.47437
H -19.73235 30.48292 25.57018
H -29.09757 25.53900 19.67782
C -32.12597 24.26955 23.41529
O -23.52858 21.39693 25.07131
H -25.95900 26.94775 16.28469
H -19.75485 30.17844 29.29033
C -31.94333 19.78439 24.32840
C -21.61334 21.69218 22.21094
C -27.98114 25.49400 23.39286
O -31.78798 18.68702 23.56757
H -27.58533 22.13457 17.39000
C -30.61242 26.97941 18.81708
C -25.65937 24.88258 23.98930
C -25.51669 19.28035 21.54691
H -29.94558 26.15801 18.54906
C -27.86163 29.05028 21.12243
H -20.72140 31.79023 27.72014
C -27.39325 25.16420 16.27208
H -25.35351 24.61367 16.05531
C -24.69321 19.88136 28.76721
H -31.58424 26.67976 18.40618
C -25.69585 22.60475 26.36234
C -24.77254 22.75115 31.25165
N -21.54155 28.61611 26.90082
H -20.93188 28.90878 29.37965
O -26.10401 28.24415 20.68734
H -31.27544 26.00300 20.60472
H -22.12606 23.66573 21.50407
H -26.54285 26.51570 17.78436
H -31.99141 29.03877 17.01943
C -31.18337 25.36160 25.23998
C -26.58000 26.93604 21.06421
C -29.68593 27.44405 20.99248
H -18.82156 30.73025 27.03378
H -24.01297 19.47847 28.01506
H -27.91069 20.03243 29.49155
H -24.41287 26.47814 19.05487
C -30.53877 21.16803 29.59598
H -21.90377 23.12313 31.15920
H -30.70794 19.09944 29.09414
H -22.06927 24.56764 27.86464
H -27.61235 25.97134 22.48626
H -29.08972 24.33751 30.98959
C -31.57513 17.91497 25.80445
H -27.68081 19.30833 21.54594
H -25.56247 22.05793 23.50762
C -24.10164 20.95634 29.65118
O -31.72621 26.29925 24.45137
C -29.32968 27.99992 16.92588
H -26.92220 27.03732 22.09000
C -23.21842 30.18436 26.03156
C -29.29901 28.88861 20.60952
H -28.72417 28.80423 16.51485
H -28.30359 24.44854 14.37751
H -27.01999 20.64777 25.12637
H -24.49990 23.04872 23.21115
C -28.81806 19.62267 29.94001
H -26.76253 21.13392 22.63198
H -31.33964 24.13802 22.67440
H -24.00045 27.64045 26.64536
H -30.72380 17.64345 26.42986
H -28.92270 26.75250 20.62834
N -28.55196 24.69747 17.04105
H -23.63007 24.27846 27.32203
H -24.96344 25.58871 21.83401
H -26.52585 20.32637 18.91898
C -26.08679 21.38150 20.71728
O -26.04861 22.57824 20.69120
H -32.59047 19.75228 26.39468
C -20.10524 29.28654 28.76857
H -29.54404 24.84080 29.36701
N -27.64224 23.93594 25.25488
H -27.54169 15.25504 24.59134
C -19.39074 29.98514 26.47786
H -28.08926 24.32110 20.44761
H -31.83343 27.60768 20.49032
H -21.95995 30.91795 28.53581
H -28.14391 23.05922 22.51365
H -29.70563 20.12786 28.01012
C -28.25724 24.86312 19.51496
C -27.38884 22.87371 18.16699
H -31.02988 23.17542 25.05559
C -23.03547 20.20381 30.49262
H -27.32226 25.41291 28.65235
H -27.08208 18.18236 20.46000
C -26.07131 23.52361 17.66774
C -31.28948 17.59490 24.33730
C -22.61981 22.80482 21.95664
H -26.73878 16.75091 24.00593
H -23.29478 25.43874 28.67884
C -27.84316 25.33224 14.82046
C -26.86764 26.53924 16.73979
H -25.51512 23.14332 31.95378
H -25.54810 25.94044 24.23027
C -27.13009 16.22048 24.87558
H -21.01022 22.85332 29.65018
H -31.30844 29.68999 21.01341
H -28.62007 18.55209 29.98354
C -27.79330 26.89315 30.94607
H -24.31292 27.95446 24.96435
H -32.04179 29.19253 18.75318
C -26.88534 19.20020 20.80199
O -28.75444 30.22812 18.63416
H -29.65332 19.73069 32.05185
C -27.07793 24.35148 23.96101
H -23.93273 22.56708 31.93061
H -29.68824 27.50595 22.08263
H -25.74296 18.80528 22.49897
C -27.14428 23.25441 22.92041
H -28.53216 26.18041 14.78670
C -26.29849 24.11913 16.30608
C -24.90539 28.23795 20.10325
H -23.08804 26.85541 25.37596
H -27.62896 30.12090 21.12045

The spin multiplicity is 1. The LUMO energy comes out at -0.22 eV. Its energy relative to the best compared isomer or geometry (same formula, charge and spin) is 232.2 kcal per mole. For the total energy, the calculation gives -132599.346 eV. The calculation puts the strongest force on any atom at 13.35 eV Å⁻¹. Its molecular weight is 1475.0 g/mol. The gap between HOMO and LUMO is 0.2644 Eh.

These are the Löwdin partial charges, in e, on atoms 1 to 5: atom 1 (H): 0.091, atom 2 (O): -0.113, atom 3 (H): 0.135, atom 4 (H): 0.080, atom 5 (H): 0.079